Record 1
Molecular formula: C3H7N3O
Method: DFT, ωB97M-V/def2-TZVPD

```
14
Properties=species:S:1:pos:R:3:forces:R:3:nbo_charge:R:1
O 1.077986 1.823202 -0.408118 -0.37 0.40 0.04 -0.5360
N -1.480453 -0.655566 -0.084348 -0.24 0.28 -0.42 -0.4300
N 1.052694 -1.582495 0.230201 -1.88 -1.15 -0.46 -0.7347
N -1.285590 1.172777 -1.563678 -0.24 -0.30 0.44 -0.7991
C -0.885005 0.365760 -0.516639 0.52 0.46 -0.88 0.2475
C 0.585148 0.757464 -0.085178 0.66 -1.33 0.48 0.3870
C 1.358236 -0.333762 0.519893 -0.20 1.65 -0.57 0.0052
H 0.026853 -1.707585 -0.110569 1.96 -0.02 0.62 0.4389
H 2.210758 -0.093877 1.141472 0.08 -0.01 -0.22 0.2209
H -0.812486 2.060449 -1.648960 0.08 -0.06 0.12 0.4133
H -0.834896 -0.452244 1.531632 1.00 0.42 1.46 0.0477
H -2.268102 1.151309 -1.781323 0.04 0.04 -0.06 0.3948
H 1.486316 -2.330460 0.755974 -0.22 0.10 -0.04 0.3982
H -0.231460 -0.174974 2.019641 -1.20 -0.48 -0.52 -0.0535
```
Forces are in eV/Å.

Values from the calculation:
E_HOMO (alpha / beta), eV: -9.028 / -7.309
Kohn-Sham gap (alpha / beta), eV: 8.72 / 6.24
F_max, eV Å⁻¹: 2.254
Relative energy (zero: lowest compared OMol25 entry of this formula, charge and spin), kcal per mole: 113.7


Record 2
Molecular formula: C3H7N3O
Method: DFT, ωB97M-V/def2-TZVPD

```
14
Properties=species:S:1:pos:R:3:forces:R:3:nbo_charge:R:1
O -2.179336 -1.231460 0.829229 0.17 0.33 -0.19 -0.6249
N 0.464806 -1.429346 0.581443 0.10 0.06 0.04 -0.8150
N 0.455704 0.744665 -0.399554 -0.13 -0.31 0.16 -0.5051
N -2.224123 0.784511 -0.245622 -0.05 -0.05 0.03 -0.7992
C -0.100658 -0.278011 0.127528 0.09 0.14 -0.07 0.3415
C 1.897980 0.711736 -0.525984 0.19 0.01 0.01 -0.4501
C -1.617578 -0.296431 0.275635 -0.19 -0.05 0.06 0.6215
H -3.224473 0.876775 -0.177413 0.15 -0.03 0.01 0.4051
H 2.396667 0.605034 0.451891 -0.08 0.01 -0.14 0.1796
H -1.647646 1.510603 -0.646887 -0.04 -0.13 0.05 0.4283
H 1.450496 -1.477730 0.776815 -0.10 0.05 -0.06 0.3952
H 2.230720 -0.121827 -1.163098 -0.05 0.08 0.09 0.1898
H 2.255266 1.641962 -0.975599 -0.09 -0.16 0.08 0.2084
H -0.157823 -2.040480 1.091612 0.05 0.05 -0.07 0.4249
```
Forces are in eV/Å.

Values from the calculation:
SMILES string: C/N=C(\N)C(N)=O
E_HOMO, eV: -9.341
Kohn-Sham gap, eV: 10.28
F_max, eV Å⁻¹: 0.414
Relative energy (zero: lowest compared OMol25 entry of this formula, charge and spin), kcal per mole: 0.0


Record 3
Molecular formula: C3H7N3O
Method: DFT, ωB97M-V/def2-TZVPD

```
14
Properties=species:S:1:pos:R:3:forces:R:3:nbo_charge:R:1
O -2.880599 0.242192 0.303345 -0.59 0.22 0.60 -0.2392
N 0.561763 -0.228300 0.506233 0.92 -1.02 -0.74 -0.1988
N 1.506811 -0.640825 -0.440529 -0.13 1.14 -0.21 -0.4475
N -3.045824 -0.373167 -0.873587 2.79 -0.39 0.07 -0.3853
C -0.570154 -0.002724 0.017458 -2.53 -0.66 -0.22 -0.1022
C 2.668129 0.109107 0.142280 -1.64 -0.08 0.79 -0.4249
C -1.664152 0.352119 0.833161 -0.74 0.38 -0.37 0.1331
H -0.859623 -0.294777 -0.995022 0.28 0.38 -0.14 0.2021
H 3.177452 -0.554344 0.764963 0.91 -1.34 0.99 0.1958
H 3.397215 0.605498 -0.393102 1.07 0.82 -2.19 0.2005
H 1.146514 -0.514099 -1.458559 1.24 0.26 2.22 0.3502
H 2.205891 0.820830 0.835804 0.63 0.21 -0.38 0.2092
H -1.640811 0.827740 1.823246 -0.08 -0.42 -0.65 0.2024
H -4.002609 -0.349247 -1.065696 -2.14 0.50 0.24 0.3046
```
Forces are in eV/Å.

Values from the calculation:
E_HOMO (alpha / beta), eV: -8.714 / -7.609
Kohn-Sham gap (alpha / beta), eV: 8.66 / 7.47
F_max, eV Å⁻¹: 2.822
Relative energy (zero: lowest compared OMol25 entry of this formula, charge and spin), kcal per mole: 164.2


Record 4
Molecular formula: C3H7N3O
Method: DFT, ωB97M-V/def2-TZVPD

```
14
Properties=species:S:1:pos:R:3:forces:R:3:nbo_charge:R:1
O 0.933450 -1.605429 -1.158997 -0.19 0.01 -0.31 -0.6575
N 0.420275 0.326862 0.335563 0.43 -1.43 -2.80 -0.3128
N -1.253671 1.364994 -0.833254 1.00 -2.17 -2.07 -0.4295
N -0.706816 1.159568 0.423940 -0.57 0.58 1.34 -0.3022
C -0.779132 0.061857 -1.678485 -1.34 2.53 1.34 -0.2357
C 0.684633 -0.369646 1.575762 -0.29 0.03 -0.21 -0.4269
C 0.161264 -0.523349 -0.991803 0.70 1.19 3.40 0.4093
H -0.190252 -0.926664 1.945916 0.00 -0.01 0.02 0.1701
H -1.281861 -0.085746 -2.605962 0.09 -0.27 -0.33 0.2275
H 1.672725 -1.561230 -0.542879 0.02 0.02 -0.01 0.4892
H 1.511273 -1.065911 1.445061 0.02 -0.01 0.02 0.1936
H -0.724708 2.127110 -1.260253 -0.09 -0.11 0.09 0.3416
H -1.431148 0.731910 1.019648 0.24 -0.27 -0.43 0.3118
H 0.983969 0.365676 2.325740 -0.02 -0.08 -0.07 0.2216
```
Forces are in eV/Å.

Values from the calculation:
SMILES string: CN1NNC=C1O
E_HOMO, eV: -7.962
Kohn-Sham gap, eV: 8.66
F_max, eV Å⁻¹: 3.668
Relative energy (zero: lowest compared OMol25 entry of this formula, charge and spin), kcal per mole: 101.3


Record 5
Molecular formula: C3H7N3O
Method: DFT, ωB97M-V/def2-TZVPD

```
14
Properties=species:S:1:pos:R:3:forces:R:3:nbo_charge:R:1
O -1.917214 -0.941587 0.661973 0.23 0.05 -0.09 -0.7171
N -2.192275 1.155391 0.196463 0.15 -0.04 -0.03 -0.8156
N 1.717716 -0.420373 -0.830914 -0.38 -0.60 0.30 -0.4741
N 0.502392 -2.276006 0.204915 0.23 0.34 -0.16 -0.8289
C 1.812753 0.993954 -0.545815 0.04 0.20 0.05 -0.4230
C -1.301303 0.165453 0.260805 -0.51 0.18 0.05 0.2538
C 1.114517 -1.288509 -0.246141 0.23 0.08 -0.14 0.6947
H -1.887230 2.058256 -0.125836 -0.08 -0.13 0.09 0.3933
H 2.568184 1.177560 0.225241 -0.10 -0.04 -0.11 0.2000
H -1.229823 -1.644206 0.631703 -0.07 0.06 0.00 0.5227
H 2.110256 1.523650 -1.453692 -0.04 -0.11 0.13 0.2015
H 0.838030 1.350477 -0.195297 0.19 -0.03 -0.06 0.2194
H 1.042527 -2.882822 0.811870 0.00 0.08 -0.02 0.3954
H -3.178536 1.028761 0.404721 0.09 -0.04 0.00 0.3778
```
Forces are in eV/Å.

Values from the calculation:
E_HOMO, eV: -8.632
Kohn-Sham gap, eV: 9.66
F_max, eV Å⁻¹: 0.767
Relative energy (zero: lowest compared OMol25 entry of this formula, charge and spin), kcal per mole: 60.2


Record 6
Molecular formula: C3H7N3O
Method: DFT, ωB97M-V/def2-TZVPD

```
14
Properties=species:S:1:pos:R:3:forces:R:3:nbo_charge:R:1
O 0.448816 0.053790 -1.272199 0.29 0.09 0.16 -0.5489
N -1.000509 1.322254 -0.012811 -0.07 -0.06 -0.11 -0.8500
N -0.546944 -0.976071 0.466218 0.05 0.41 -0.23 -0.5030
N 2.564776 -0.014501 -1.683543 0.01 0.17 0.20 -0.8002
C 1.667303 0.525179 -0.872575 0.18 -0.40 -0.43 0.2861
C -0.431675 0.087614 -0.199738 -0.20 -0.24 0.35 0.6940
C -1.325205 -0.950873 1.681030 -0.16 -0.01 0.21 -0.4423
H -1.359722 0.041212 2.157241 -0.01 -0.13 -0.06 0.1758
H 2.337052 -0.747041 -2.350708 -0.04 0.14 0.03 0.3868
H -1.940120 1.375833 0.344330 0.14 -0.04 0.05 0.3968
H -0.869465 -1.649470 2.390035 -0.13 0.11 -0.09 0.2069
H 3.534339 0.180439 -1.497287 -0.09 0.02 -0.13 0.4004
H -0.725296 2.044197 -0.658386 -0.07 -0.10 0.03 0.4051
H -2.353350 -1.292562 1.508392 0.09 0.06 0.00 0.1925
```
Forces are in eV/Å.

Values from the calculation:
E_HOMO, eV: -8.881
Kohn-Sham gap, eV: 9.97
F_max, eV Å⁻¹: 0.614
Relative energy (zero: lowest compared OMol25 entry of this formula, charge and spin), kcal per mole: 56.4


Record 7
Molecular formula: C3H7N3O
Method: DFT, ωB97M-V/def2-TZVPD

```
14
Properties=species:S:1:pos:R:3:forces:R:3:nbo_charge:R:1
O 3.152679 0.507021 -0.340594 0.58 -0.59 0.02 -0.9399
N 0.277865 -0.081262 1.536338 0.41 0.56 -0.34 -0.6819
N -0.800396 -1.939857 -0.353852 -0.24 0.15 0.63 -0.6722
N -1.339462 -0.655710 -0.067800 -1.94 -0.45 -2.56 -0.4532
C -0.841382 1.615030 0.241835 -1.17 1.39 -0.50 -0.0706
C -0.593469 0.224260 0.659380 1.25 0.48 0.48 0.3545
C -1.235400 2.662888 -0.247814 0.92 -2.70 1.14 -0.1689
H -1.453070 -2.735696 -0.343448 0.08 1.13 0.20 0.3725
H 3.792952 -0.180486 -0.098777 0.03 0.38 -0.28 0.4605
H -0.277295 -1.940906 -1.211163 0.12 0.12 -0.32 0.3561
H -1.620058 3.518508 -0.719927 -0.03 0.61 -0.13 0.2353
H 2.413243 0.256083 0.211299 -0.71 0.25 0.34 0.4765
H -1.905562 -0.162419 -0.822147 1.09 -1.22 1.20 0.3768
H 0.429349 -1.087458 1.556667 -0.39 -0.11 0.11 0.3544
```
Forces are in eV/Å.

Values from the calculation:
SMILES string: [H]/N=C(/C#C)NN.O
E_HOMO, eV: -9.582
Kohn-Sham gap, eV: 10.26
F_max, eV Å⁻¹: 3.239
Relative energy (zero: lowest compared OMol25 entry of this formula, charge and spin), kcal per mole: 92.1


Record 8
Molecular formula: C3H7N3O
Method: DFT, ωB97M-V/def2-TZVPD

```
14
Properties=species:S:1:pos:R:3:forces:R:3:nbo_charge:R:1
O 0.701995 1.919375 -0.954768 -0.13 -0.42 0.12 -0.6182
N -3.084589 -0.446413 0.154304 0.28 -0.20 -0.13 -0.6639
N -1.186853 0.825895 -0.255979 -0.05 0.04 -0.09 -0.6490
N 0.879983 -0.137478 0.059972 -0.11 0.11 0.03 -0.6491
C -1.846961 -0.385786 -0.114044 0.02 0.09 -0.08 0.2621
C 0.193236 0.953080 -0.421391 0.07 -0.05 -0.02 0.7861
C 2.302677 -0.288848 -0.150735 0.19 0.01 0.02 -0.4062
H 2.892968 0.456231 0.391994 -0.04 -0.03 -0.12 0.1977
H -1.186225 -1.242299 -0.294788 -0.24 0.10 0.12 0.1625
H -3.358380 -1.427698 0.162892 -0.14 0.16 0.03 0.3426
H 0.494936 -0.592822 0.873085 0.02 0.06 -0.16 0.3932
H 2.529774 -0.220867 -1.218760 -0.02 0.05 0.22 0.2157
H 2.576563 -1.285712 0.203522 0.06 0.15 -0.10 0.2020
H -1.739543 1.637946 -0.497038 0.07 -0.06 0.16 0.4244
```
Forces are in eV/Å.

Values from the calculation:
SMILES string: [H]/N=C/NC(=O)NC
E_HOMO, eV: -9.852
Kohn-Sham gap, eV: 10.53
F_max, eV Å⁻¹: 0.454
Relative energy (zero: lowest compared OMol25 entry of this formula, charge and spin), kcal per mole: 6.5


Record 9
Molecular formula: C3H7N3O2
Method: DFT, ωB97M-V/def2-TZVPD

```
15
Properties=species:S:1:pos:R:3:forces:R:3:nbo_charge:R:1
O -1.973667 -0.261867 0.951029 0.77 -2.84 -3.58 -0.6702
O 0.337636 1.047588 -0.246493 1.32 2.42 -0.02 -0.4778
N -0.465015 -1.004950 -0.769781 -11.65 -6.29 -1.23 -0.6476
N 1.542565 -0.825024 -0.201639 1.78 12.88 2.25 -0.4368
N 2.570702 -0.061561 0.734732 -0.86 1.52 -4.50 -0.6714
C -1.714373 -1.045404 -0.048330 -0.39 -0.66 3.72 0.4842
C -0.812014 1.907919 -0.248971 -4.87 -5.82 0.28 -0.3269
C 0.346225 -0.230476 -0.364911 6.18 2.95 1.03 0.7637
H -0.610917 2.926007 -0.242311 0.86 1.44 0.01 0.2061
H -1.653415 1.551134 -1.066883 2.58 1.21 1.24 0.1900
H 1.748799 1.091971 1.228449 3.16 -3.77 -2.51 0.4032
H -2.504822 -2.164703 0.067279 2.63 3.39 -1.54 0.1701
H 3.365527 0.112842 -0.489169 -2.39 0.74 4.79 0.3615
H 1.636333 -1.686367 -0.132379 0.49 -9.84 1.02 0.3686
H -1.350047 1.331861 0.628812 0.39 2.68 -0.97 0.2832
```
Forces are in eV/Å.

Values from the calculation:
E_HOMO, eV: -9.285
Kohn-Sham gap, eV: 9.01
F_max, eV Å⁻¹: 13.294
Relative energy (zero: lowest compared OMol25 entry of this formula, charge and spin), kcal per mole: 268.2